C17H24Al2BCl5F2N2O17PS | the ωB97M-V functional and the def2-TZVPD basis

```
! wB97M-V def2-TZVPD RIJCOSX def2/J DEFGRID3
* xyz 1 1
O 3.434 3.632 -5.487
P 3.110 2.107 -5.866
O 1.463 1.941 -6.448
O 3.303 1.130 -4.395
C 4.401 1.401 -7.112
C 6.005 1.622 -6.728
C 7.087 0.973 -7.815
C 6.481 0.169 -9.144
N 4.982 0.023 -9.397
C 3.908 0.596 -8.455
H 1.032 1.221 -5.890
H 4.223 0.703 -4.480
H 6.349 2.183 -5.732
H 8.231 1.090 -7.578
H 7.248 -0.314 -9.905
H 4.630 -0.479 -10.254
H 2.745 0.443 -8.672
B -0.292 3.822 -3.631
O -0.488 2.411 -3.980
C -1.189 1.850 -2.985
O -1.525 0.677 -2.961
C -1.473 2.834 -1.976
O -2.094 2.646 -0.943
O -0.951 4.015 -2.335
F -0.904 4.676 -4.636
F 1.128 4.118 -3.520
C 0.517 4.238 0.914
O 0.439 4.725 -0.240
O -0.642 3.712 1.282
O 1.468 4.177 1.725
H -1.052 3.961 0.429
O -4.643 1.057 3.727
S -3.916 -0.190 3.629
O -2.599 -0.360 4.205
O -3.868 -0.656 2.068
C -3.371 0.256 1.100
C -1.855 0.313 1.119
C -4.959 -1.500 4.220
H -3.807 1.251 1.242
H -3.703 -0.105 0.121
H -1.491 0.763 2.048
H -1.480 0.911 0.284
H -1.428 -0.693 1.058
H -5.938 -1.415 3.744
H -5.057 -1.392 5.302
H -4.493 -2.458 3.982
Al 8.438 1.396 -9.720
C -0.360 -2.782 4.265
O -0.759 -2.906 5.412
O 0.726 -2.289 3.937
O -0.979 -3.130 3.253
Al 4.331 3.533 -8.545
C -0.904 -4.680 10.542
C 0.349 -4.113 9.882
C 0.257 -4.083 8.356
C 0.073 -5.496 7.825
N -0.080 -6.667 7.384
H -1.075 -5.723 10.255
H -0.805 -4.655 11.631
H -1.790 -4.097 10.266
H 1.214 -4.713 10.191
H 0.515 -3.095 10.251
H 1.172 -3.657 7.932
H -0.587 -3.464 8.033
C -7.827 0.093 1.306
Cl -8.219 -0.416 2.968
Cl -7.243 -1.311 0.377
Cl -9.287 0.754 0.528
Cl -6.559 1.344 1.352
Cl -3.939 2.026 5.431
O 7.552 -2.202 -7.187
H 6.817 -1.750 -7.559
*
```

Output
HOMO level = -9.068 eV
Kohn-Sham gap = 1.196 eV